Record 1
C4H7BrO | ωB97M-V with the def2-TZVPD basis set

ORCA input file:
```
! wB97M-V def2-TZVPD RIJCOSX def2/J DEFGRID3
* xyz 0 1
C 0.57 0.94 -0.60
C -0.43 0.26 -0.08
C 0.80 2.37 -0.14
C -0.69 -2.55 0.26
O 0.09 -1.66 -0.41
Br -1.86 0.28 0.85
H 1.42 0.53 -1.15
H 1.87 2.30 0.32
H -0.11 2.69 0.42
H 0.89 3.17 -0.95
H -0.29 -3.47 -0.03
H -1.67 -2.44 0.11
H -0.60 -2.41 1.41
*
```

For the relative energy (zero: lowest compared OMol25 entry of this formula, charge and spin), the calculation gives 439.4 kJ/mol. Its HOMO energy is -0.322 hartree. The orbital gap comes out at 0.339 hartree.

Results of the Mulliken charge analysis, in e, for atoms 1 through 5: C 0.198; C -0.083; C -0.874; C -0.775; O -0.518



Record 2
C20H47N5O7V | ωB97M-V with the def2-TZVPD basis set

ORCA input file:
```
! wB97M-V def2-TZVPD RIJCOSX def2/J DEFGRID3
* xyz 1 3
V 2.51 4.94 5.18
C 6.50 5.38 4.17
C 5.62 6.45 4.88
C 5.76 7.79 4.20
O 4.29 6.10 5.12
H 6.42 4.49 4.80
H 7.54 5.68 4.21
H 6.09 5.07 3.21
H 6.09 6.59 5.85
H 6.83 7.93 4.01
H 5.44 8.65 4.78
H 5.33 7.87 3.20
C 0.09 1.78 5.62
C -0.35 3.04 4.89
C -1.70 3.51 5.47
O 0.60 4.06 5.07
H -0.44 0.90 5.24
H -0.19 1.90 6.67
H 1.15 1.64 5.47
H -0.40 3.02 3.80
H -2.26 2.63 5.80
H -2.15 4.14 4.70
H -1.68 4.14 6.35
C 3.07 7.55 8.28
C 1.93 6.64 8.00
O 1.89 5.86 7.08
N 0.76 6.88 8.69
C -0.55 6.22 8.45
H 3.57 7.90 7.37
H 3.81 7.21 9.00
H 2.66 8.38 8.86
H 0.85 7.58 9.41
H -0.94 6.11 9.46
H -0.45 5.22 8.01
H -1.19 6.79 7.78
C 5.46 3.23 7.40
C 3.97 3.05 7.54
O 3.23 3.68 6.78
N 3.48 2.31 8.58
C 1.98 2.14 8.69
H 5.61 2.80 6.42
H 5.98 2.65 8.16
H 5.60 4.31 7.45
H 4.09 1.83 9.23
H 1.47 2.21 9.65
H 1.86 1.14 8.28
H 1.52 2.88 8.03
C 2.46 9.22 4.28
C 1.36 8.22 4.53
O 1.77 7.02 4.69
N 0.07 8.56 4.51
C -1.17 7.69 4.56
H 3.13 9.25 5.15
H 2.08 10.18 3.95
H 3.04 8.70 3.52
H -0.29 9.50 4.54
H -0.76 6.69 4.76
H -1.65 7.55 3.59
H -1.99 7.82 5.26
C 2.88 6.57 1.31
C 2.00 5.52 2.04
O 2.50 5.07 3.08
N 0.87 5.13 1.61
C 0.23 5.28 0.26
H 2.83 6.70 0.23
H 3.93 6.29 1.28
H 2.80 7.58 1.72
H 0.42 4.50 2.25
H 0.35 4.47 -0.46
H 0.68 6.05 -0.36
H -0.80 5.63 0.29
O 3.61 3.01 4.37
C 3.92 2.00 3.80
N 3.59 0.90 4.49
C 4.46 2.02 2.37
H 3.01 0.91 5.32
H 3.39 0.12 3.89
H 5.54 2.01 2.23
H 4.21 2.99 1.93
H 4.13 1.21 1.72
*
```

For the relative energy (zero: lowest compared OMol25 entry of this formula, charge and spin), the calculation gives 338.4 kJ/mol. Its HOMO energy (alpha / beta) is -0.355 / -0.357 hartree. The orbital gap (alpha / beta) comes out at 0.256 / 0.292 hartree.

Results of the Mulliken charge analysis, in e, for atoms 1 through 5: V 0.565; C -1.206; C 0.519; C -1.347; O 0.023



Record 3
C3H8N2O | ωB97M-V with the def2-TZVPD basis set

ORCA input file:
```
! wB97M-V def2-TZVPD RIJCOSX def2/J DEFGRID3
* xyz 0 1
C -0.46 0.13 -0.62
N 0.62 -0.07 0.44
C 0.53 -0.04 1.84
N -0.81 -0.17 2.17
O 1.52 -0.16 2.56
C 0.31 0.12 -1.93
H -1.10 -0.67 -0.71
H -1.06 1.02 -0.49
H 1.57 -0.06 0.04
H -1.16 -1.03 1.59
H -1.45 0.67 1.92
H 1.06 -0.75 -2.09
H -0.44 -0.04 -2.68
H 0.87 1.04 -2.06
*
```

For the relative energy (zero: lowest compared OMol25 entry of this formula, charge and spin), the calculation gives 153.9 kJ/mol. As for the SMILES: CCNC(N)=O. Its HOMO energy is -0.357 hartree. The orbital gap comes out at 0.380 hartree.

Results of the Mulliken charge analysis, in e, for atoms 1 through 5: C -0.256; N -0.165; C 0.469; N -0.666; O -0.553



Record 4
C4H11N3O | ωB97M-V with the def2-TZVPD basis set

ORCA input file:
```
! wB97M-V def2-TZVPD RIJCOSX def2/J DEFGRID3
* xyz 0 1
C -1.72 1.16 0.57
C 0.53 2.34 0.20
C -0.46 1.28 -0.23
O -0.38 0.77 -1.36
H -2.16 0.17 0.40
H -1.50 1.25 1.64
H 0.16 3.33 -0.10
H 0.65 2.31 1.28
H -2.43 1.93 0.27
H 1.49 2.15 -0.27
N 0.06 -1.79 -0.64
N 0.67 -2.84 -1.36
C 0.85 -1.19 0.36
N 0.63 -1.30 1.62
H -0.41 -1.11 -1.25
H 1.32 -2.51 -2.08
H 1.21 -3.47 -0.76
H -0.31 -1.70 1.74
H 1.81 -0.81 -0.03
*
```

For the relative energy (zero: lowest compared OMol25 entry of this formula, charge and spin), the calculation gives 290.3 kJ/mol. As for the SMILES: [H]/N=C\NN.CC(C)=O. Its HOMO energy is -0.314 hartree. The orbital gap comes out at 0.339 hartree.

Results of the Mulliken charge analysis, in e, for atoms 1 through 5: C -1.220; C -1.199; C 1.014; O -0.666; H 0.325



Record 5
C6H14N2O2 | ωB97M-V with the def2-TZVPD basis set

ORCA input file:
```
! wB97M-V def2-TZVPD RIJCOSX def2/J DEFGRID3
* xyz 0 1
C 2.69 0.44 0.66
C 0.90 -2.04 -1.55
C 1.91 -0.06 -0.54
O 1.84 0.56 -1.57
N 1.26 -1.26 -0.35
H 2.91 1.50 0.50
H 1.64 -1.84 0.37
H -0.18 -2.10 -1.62
H 2.12 0.48 1.58
H 3.55 -0.17 0.95
H 1.34 -1.54 -2.41
H 1.28 -3.05 -1.42
C -0.47 1.75 1.38
C -3.01 -0.28 -0.53
C -2.47 0.90 0.25
O -3.11 1.89 0.54
N -1.17 0.75 0.61
H -0.69 -0.12 0.46
H 0.20 2.40 0.83
H -4.08 -0.38 -0.47
H -1.22 2.33 1.89
H 0.14 1.26 2.14
H -2.81 -0.24 -1.60
H -2.57 -1.19 -0.13
*
```

For the relative energy (zero: lowest compared OMol25 entry of this formula, charge and spin), the calculation gives 73.3 kJ/mol. As for the SMILES: CNC(C)=O.CNC(C)=O. Its HOMO energy is -0.348 hartree. The orbital gap comes out at 0.369 hartree.

Results of the Mulliken charge analysis, in e, for atoms 1 through 5: C -1.263; C -0.824; C 0.823; O -0.606; N -0.237



Record 6
C4H7NO | ωB97M-V with the def2-TZVPD basis set

ORCA input file:
```
! wB97M-V def2-TZVPD RIJCOSX def2/J DEFGRID3
* xyz 0 1
O -2.73 -0.76 1.41
C -1.90 -0.33 0.63
C -0.67 0.31 0.97
N 0.27 0.60 -0.18
C 0.70 -0.37 -1.18
C 1.65 0.19 -0.18
H -2.08 -0.39 -0.48
H -0.17 0.18 1.92
H -0.41 1.45 0.16
H 0.73 -0.01 -2.21
H 0.31 -1.37 -1.02
H 1.94 -0.44 0.66
H 2.38 0.94 -0.49
*
```

For the relative energy (zero: lowest compared OMol25 entry of this formula, charge and spin), the calculation gives 525.0 kJ/mol. Its HOMO energy is -0.289 hartree. The orbital gap comes out at 0.316 hartree.

Results of the Mulliken charge analysis, in e, for atoms 1 through 5: O -0.566; C -0.014; C -0.892; N 0.011; C -0.399



Record 7
C19H27F5IN5O11S2 | ωB97M-V with the def2-TZVPD basis set

ORCA input file:
```
! wB97M-V def2-TZVPD RIJCOSX def2/J DEFGRID3
* xyz 0 1
C 1.77 2.38 2.97
C 2.38 1.54 2.34
C 3.14 0.48 1.53
C 4.67 0.77 1.93
O 4.65 1.41 3.24
N 5.21 0.59 4.20
O 4.97 1.06 5.26
C 2.96 -1.05 1.99
O 3.33 -1.53 3.03
O 2.36 -1.82 0.98
C 1.67 -0.90 0.06
C 1.37 -1.65 -1.28
C 0.20 -0.98 -2.15
C -1.16 -1.78 -2.16
C -2.30 -0.83 -1.67
N -3.66 -1.21 -2.20
C -4.58 -0.23 -1.63
N -4.67 0.99 -2.04
N -5.49 -0.62 -0.55
C 0.33 -0.64 0.85
C -0.48 -1.96 1.20
C -0.15 -2.55 2.64
C -0.16 -4.15 2.55
S 1.48 -4.91 2.92
O 2.25 -4.80 1.69
O 1.31 -6.31 3.27
O 2.23 -4.12 4.14
C 2.75 0.27 0.03
I 4.64 -0.56 -0.80
S 2.50 1.70 -1.10
O 3.75 2.46 -1.10
O 2.28 1.25 -2.47
C 1.19 2.91 -0.53
F 0.26 2.40 0.33
F 1.80 3.99 0.02
C 0.36 3.47 -1.77
F 1.19 4.07 -2.68
F -0.32 2.49 -2.43
F -0.56 4.40 -1.38
H 1.11 2.90 3.68
H 5.28 -0.15 2.08
H 5.17 1.52 1.26
H 2.25 -1.72 -1.97
H 1.05 -2.72 -1.11
H 0.10 0.07 -1.79
H 0.57 -0.91 -3.21
H -1.12 -2.77 -1.64
H -1.39 -2.00 -3.24
H -2.03 0.20 -2.04
H -2.39 -0.75 -0.56
H -3.90 -2.07 -1.69
H -4.00 1.11 -2.81
H -6.26 0.06 -0.56
H -5.00 -0.41 0.33
H 0.49 -0.11 1.83
H -0.39 0.02 0.29
H -0.45 -2.73 0.41
H -1.55 -1.62 1.27
H 0.82 -2.18 3.06
H -1.00 -2.30 3.32
H -0.42 -4.52 1.54
H -0.90 -4.60 3.27
H 1.62 -4.00 4.90
C -4.04 5.35 -3.74
N -4.94 4.17 -3.60
O -4.55 3.11 -4.06
O -5.99 4.35 -3.03
H -3.14 5.04 -4.27
H -4.58 6.10 -4.31
H -3.81 5.70 -2.74
*
```

Its HOMO energy is -0.355 hartree. The orbital gap comes out at 0.307 hartree.

Results of the Mulliken charge analysis, in e, for atoms 1 through 5: C -0.178; C -2.066; C 2.993; C -1.072; O -0.188



Record 8
C20H34BBrF10GeInN2O8PS2 | ωB97M-V with the def2-TZVPD basis set

ORCA input file:
```
! wB97M-V def2-TZVPD RIJCOSX def2/J DEFGRID3
* xyz -2 1
In 1.70 0.02 -0.14
C -3.64 3.05 -2.87
C -2.25 3.25 -2.34
C -1.91 4.40 -1.63
C -0.62 4.57 -1.16
C 0.29 3.54 -1.42
Br 2.10 3.73 -0.87
N -0.01 2.45 -2.07
C -1.25 2.30 -2.51
H -4.13 4.01 -3.03
H -4.24 2.48 -2.17
H -3.62 2.49 -3.81
H -2.65 5.17 -1.45
H -0.31 5.44 -0.62
H -1.45 1.36 -3.02
C -0.11 -4.58 0.36
Ge 1.55 -3.46 0.45
C 1.96 -3.00 2.33
C 2.97 -4.82 -0.03
C 1.97 -2.13 -0.92
H 0.01 -5.49 0.96
H -0.32 -4.87 -0.67
H -0.94 -4.00 0.75
H 1.64 -3.79 3.01
H 1.45 -2.07 2.58
H 3.03 -2.85 2.43
H 3.00 -5.64 0.69
H 3.93 -4.31 -0.03
H 2.81 -5.23 -1.03
H 1.13 -2.11 -1.62
C -1.73 2.65 1.84
C -2.31 1.29 1.43
C -2.21 0.31 2.60
C -3.78 1.47 1.03
O -1.57 0.86 0.27
P -1.24 -0.67 -0.13
O -0.39 -1.32 0.91
O -0.73 -0.64 -1.52
O -2.72 -1.38 -0.05
C -3.45 -1.93 -1.14
C -3.63 -0.92 -2.28
C -4.82 -2.31 -0.56
C -2.76 -3.18 -1.68
H -2.31 3.06 2.66
H -1.77 3.34 0.99
H -0.70 2.52 2.15
H -2.83 0.66 3.42
H -1.17 0.24 2.93
H -2.53 -0.68 2.28
H -4.35 1.85 1.88
H -4.19 0.51 0.72
H -3.85 2.18 0.21
H -4.07 0.00 -1.90
H -4.26 -1.34 -3.06
H -2.64 -0.70 -2.68
H -5.38 -1.42 -0.28
H -4.67 -2.92 0.33
H -5.40 -2.88 -1.29
H -1.74 -2.91 -1.95
H -3.28 -3.56 -2.56
H -2.72 -3.95 -0.92
F 5.90 2.75 -1.84
C 5.78 1.46 -2.15
F 5.43 1.43 -3.45
F 6.98 0.87 -2.11
S 4.39 0.58 -1.18
O 4.90 -0.70 -0.81
O 3.35 0.64 -2.18
N 4.04 1.49 0.05
S 5.27 1.62 1.06
O 6.50 1.44 0.34
O 5.20 2.76 1.91
C 5.22 0.10 2.16
F 4.13 -0.62 1.95
F 6.28 -0.68 1.90
F 5.31 0.43 3.44
F 2.41 0.50 3.75
B 1.70 1.66 3.44
F 1.51 1.71 2.01
F 0.43 1.60 4.05
F 2.36 2.80 3.86
*
```

For the relative energy (zero: lowest compared OMol25 entry of this formula, charge and spin), the calculation gives 284.9 kJ/mol. Its HOMO energy (alpha / beta) is -0.116 / -0.076 hartree. The orbital gap (alpha / beta) comes out at 0.261 / 0.223 hartree.

Results of the Mulliken charge analysis, in e, for atoms 1 through 5: In 1.467; C -1.466; C 1.217; C -0.281; C -0.762



Record 9
C9H60NO22 | ωB97M-V with the def2-TZVPD basis set

ORCA input file:
```
! wB97M-V def2-TZVPD RIJCOSX def2/J DEFGRID3
* xyz -1 1
C -1.44 -0.55 0.73
C -0.66 0.63 0.19
C 0.19 1.12 1.44
C 1.48 0.32 1.64
C 2.36 0.17 0.34
C 1.56 -0.34 -0.82
N 0.23 0.31 -0.90
O -0.49 0.03 -2.17
C 1.39 -1.90 -0.78
C 2.47 0.14 -1.99
C -1.54 1.80 -0.25
H -1.87 -1.05 -0.14
H -2.35 -0.25 1.25
H -0.93 -1.29 1.34
H -0.44 0.82 2.27
H 0.37 2.19 1.59
H 1.31 -0.69 2.01
H 2.03 0.79 2.45
H 3.30 -0.34 0.59
H 2.67 1.20 0.19
H 0.90 -2.28 -1.67
H 0.88 -2.30 0.10
H 2.36 -2.39 -0.87
H 2.30 -0.42 -2.90
H 3.52 -0.11 -1.85
H 2.34 1.21 -2.19
H -1.98 2.22 0.65
H -2.38 1.49 -0.87
H -0.97 2.61 -0.72
O 1.08 -4.28 1.66
H 0.24 -4.26 2.12
H 0.89 -3.91 0.79
O 1.85 3.62 -0.33
H 1.24 2.88 -0.32
H 1.29 4.39 -0.49
O 5.58 1.71 1.96
H 6.09 1.97 1.19
H 4.82 2.29 1.96
O -0.04 -0.13 -5.05
H -0.19 0.16 -4.15
H 0.59 0.50 -5.40
O 3.97 4.06 1.41
H 3.63 4.62 2.11
H 3.21 3.89 0.85
O -0.62 -4.54 -2.38
H 0.26 -4.48 -2.76
H -0.96 -5.37 -2.71
O 4.41 3.30 -1.32
H 3.61 2.96 -0.92
H 4.11 4.03 -1.86
O 5.52 -1.05 2.10
H 4.90 -0.91 2.81
H 5.73 -0.17 1.78
O -4.53 -0.92 -2.36
H -3.64 -1.26 -2.38
H -4.75 -0.88 -1.43
O -1.17 -3.86 0.18
H -1.39 -4.12 -0.72
H -1.37 -2.93 0.22
O -2.13 -2.28 -2.59
H -1.62 -1.54 -2.26
H -1.54 -3.03 -2.52
O -1.35 2.37 -3.72
H -1.28 2.06 -2.82
H -1.89 1.72 -4.17
O -5.15 1.94 -2.69
H -4.69 1.11 -2.79
H -4.45 2.58 -2.56
O -4.71 2.75 1.47
H -4.64 3.67 1.74
H -4.57 2.77 0.52
O 3.36 -1.46 4.00
H 2.88 -0.99 4.68
H 2.77 -2.17 3.74
O -3.02 0.29 -4.74
H -2.56 -0.39 -4.25
H -3.60 -0.20 -5.33
O -1.33 3.54 3.64
H -0.82 4.33 3.82
H -0.70 2.82 3.73
O -5.22 -0.77 0.62
H -4.96 -0.38 1.46
H -4.99 -1.69 0.70
O 3.93 -3.35 1.08
H 4.17 -2.55 1.55
H 3.00 -3.46 1.26
O -0.91 -3.73 3.89
H -0.83 -2.82 3.59
H -0.92 -3.65 4.85
O -4.60 0.36 2.91
H -3.80 0.47 3.43
H -4.79 1.23 2.57
*
```

For the relative energy (zero: lowest compared OMol25 entry of this formula, charge and spin), the calculation gives 72.4 kJ/mol. Its HOMO energy is -0.135 hartree. The orbital gap comes out at 0.188 hartree.

Results of the Mulliken charge analysis, in e, for atoms 1 through 5: C -1.084; C 1.994; C -1.198; C -0.974; C -0.252



Record 10
C20H40N6O3PPdS | ωB97M-V with the def2-TZVPD basis set

ORCA input file:
```
! wB97M-V def2-TZVPD RIJCOSX def2/J DEFGRID3
* xyz -1 1
Pd 1.02 -1.31 0.30
N -1.16 -1.92 2.43
N -1.14 -3.28 2.12
C -0.94 -3.79 0.90
N -0.86 -5.17 0.85
N -0.81 -2.92 -0.09
N -0.75 -3.40 -1.36
O -1.30 -4.48 -1.66
O -0.22 -2.69 -2.18
H -1.78 -1.45 1.76
H -0.24 -1.52 2.20
H -1.24 -3.92 2.89
H -0.07 -5.47 1.42
H -0.73 -5.49 -0.10
C 0.31 3.62 1.01
C -1.08 3.02 0.73
C -2.00 4.15 0.27
C -1.57 2.48 2.09
P -0.86 1.52 -0.43
N -0.24 0.37 0.35
C 0.23 2.10 -1.90
C 0.10 1.07 -3.02
C 1.69 2.01 -1.42
C -0.02 3.50 -2.48
C -2.60 1.14 -1.16
C -3.62 1.15 -0.02
C -3.13 2.05 -2.28
C -2.55 -0.31 -1.66
H 0.23 4.32 1.85
H 0.70 4.17 0.16
H 1.01 2.83 1.28
H -1.96 4.97 1.00
H -3.04 3.84 0.19
H -1.70 4.57 -0.69
H -1.44 3.26 2.85
H -0.98 1.61 2.37
H -2.62 2.21 2.08
H 0.19 0.05 -2.64
H 0.90 1.23 -3.75
H -0.84 1.15 -3.57
H 1.84 1.06 -0.91
H 1.97 2.82 -0.75
H 2.35 2.06 -2.30
H -1.05 3.65 -2.82
H 0.64 3.64 -3.34
H 0.21 4.29 -1.76
H -3.84 2.15 0.35
H -3.27 0.54 0.82
H -4.56 0.71 -0.38
H -3.18 3.10 -1.98
H -4.14 1.72 -2.54
H -2.52 1.98 -3.18
H -1.98 -0.92 -0.96
H -2.10 -0.41 -2.64
H -3.57 -0.71 -1.72
C 4.50 -4.39 0.21
S 2.87 -3.77 -0.26
O 1.94 -4.86 0.21
C 2.69 -2.42 0.88
C 3.04 -1.07 0.49
C 3.47 -0.16 1.52
C 3.45 -0.51 2.83
C 3.01 -1.81 3.22
C 2.66 -2.74 2.29
H 4.48 -4.69 1.26
H 5.24 -3.61 0.05
H 4.71 -5.26 -0.42
H 3.39 -0.89 -0.52
H 3.80 0.83 1.22
H 3.75 0.20 3.59
H 2.96 -2.06 4.27
H 2.36 -3.74 2.57
*
```

For the relative energy (zero: lowest compared OMol25 entry of this formula, charge and spin), the calculation gives 62.5 kJ/mol. Its HOMO energy is -0.128 hartree. The orbital gap comes out at 0.229 hartree.

Results of the Mulliken charge analysis, in e, for atoms 1 through 5: Pd -0.014; N -0.788; N 0.072; C 0.480; N -0.684



Record 11
CH3ClNO2S | ωB97M-V with the def2-TZVPD basis set

ORCA input file:
```
! wB97M-V def2-TZVPD RIJCOSX def2/J DEFGRID3
* xyz -1 1
C 1.08 -0.18 -0.11
N -0.06 -0.75 -0.66
O -2.29 -1.51 -0.50
O 1.12 1.24 -0.23
S -1.29 -0.81 0.29
Cl -1.95 1.41 0.76
H 1.18 -0.30 1.04
H 2.01 -0.70 -0.38
H 0.21 1.60 -0.19
*
```

For the relative energy (zero: lowest compared OMol25 entry of this formula, charge and spin), the calculation gives 45.6 kJ/mol. Its HOMO energy is -0.167 hartree. The orbital gap comes out at 0.314 hartree.

Results of the Mulliken charge analysis, in e, for atoms 1 through 5: C -0.284; N -0.434; O -0.507; O -0.483; S 0.472